Record 1
{"formula": "C34H93O22PS", "method": "the ωB97M-V functional and the def2-TZVPD basis", "symbols": ["C", "O", "C", "C", "C", "C", "C", "C", "C", "C", "C", "C", "C", "O", "C", "C", "P", "S", "C", "O", "H", "H", "H", "H", "H", "H", "H", "H", "H", "H", "H", "H", "H", "H", "H", "H", "H", "C", "O", "H", "H", "H", "H", "C", "O", "H", "H", "H", "H", "C", "O", "H", "H", "H", "H", "C", "O", "H", "H", "H", "H", "C", "O", "H", "H", "H", "H", "C", "O", "H", "H", "H", "H", "C", "O", "H", "H", "H", "H", "C", "O", "H", "H", "H", "H", "C", "O", "H", "H", "H", "H", "C", "O", "H", "H", "H", "H", "C", "O", "H", "H", "H", "H", "C", "O", "H", "H", "H", "H", "C", "O", "H", "H", "H", "H", "C", "O", "H", "H", "H", "H", "C", "O", "H", "H", "H", "H", "C", "O", "H", "H", "H", "H", "C", "O", "H", "H", "H", "H", "C", "O", "H", "H", "H", "H", "C", "O", "H", "H", "H", "H"], "coordinates": [[5.345, 1.660, 3.809], [5.642, 2.978, 3.380], [4.730, 3.409, 2.391], [4.942, 4.909, 2.137], [3.652, 5.604, 1.628], [2.587, 5.788, 2.762], [1.448, 4.806, 2.496], [0.590, 5.036, 1.419], [-0.407, 4.125, 1.158], [-0.561, 3.010, 1.947], [0.281, 2.814, 3.030], [1.277, 3.709, 3.317], [0.063, 1.566, 3.857], [0.179, 1.539, 5.063], [-0.366, 0.362, 3.039], [-1.169, 0.561, 2.011], [-1.774, -0.766, 0.908], [-0.392, -2.161, 0.801], [-1.602, 1.970, 1.673], [-2.692, 2.219, 1.186], [4.474, 1.611, 4.473], [6.194, 1.284, 4.390], [5.187, 1.014, 2.936], [3.683, 3.158, 2.616], [4.991, 2.878, 1.459], [5.212, 5.396, 3.081], [5.705, 5.016, 1.361], [3.958, 6.568, 1.204], [3.257, 5.010, 0.795], [2.128, 6.780, 2.754], [3.110, 5.574, 3.698], [0.664, 5.878, 0.736], [-1.087, 4.252, 0.316], [1.927, 3.531, 4.169], [-0.006, -0.635, 3.296], [-1.910, -0.143, -0.353], [-3.024, -1.271, 1.320], [-2.212, -4.982, -2.180], [-0.940, -4.342, -2.191], [-2.299, -5.590, -3.076], [-2.307, -5.624, -1.301], [-3.009, -4.233, -2.178], [-0.889, -3.807, -1.393], [2.839, -0.447, 6.133], [4.106, 0.196, 6.261], [2.850, -1.040, 5.221], [2.659, -1.105, 6.986], [2.040, 0.296, 6.070], [4.082, 0.715, 7.071], [-5.200, -7.635, -3.060], [-5.030, -6.482, -2.234], [-4.222, -8.056, -3.278], [-5.803, -8.381, -2.538], [-5.686, -7.349, -3.995], [-5.908, -6.128, -2.055], [-4.314, 2.437, 4.273], [-4.836, 3.566, 3.588], [-4.549, 2.534, 5.331], [-4.769, 1.519, 3.888], [-3.227, 2.393, 4.151], [-4.618, 3.463, 2.656], [7.907, 0.919, 1.172], [6.507, 0.801, 0.922], [8.170, 1.972, 1.143], [8.151, 0.516, 2.157], [8.474, 0.386, 0.404], [6.289, -0.135, 0.951], [-5.480, -2.580, -1.464], [-5.864, -3.924, -1.208], [-6.352, -1.942, -1.346], [-4.706, -2.269, -0.752], [-5.104, -2.486, -2.485], [-5.077, -4.472, -1.319], [-4.241, -11.401, -1.707], [-4.417, -10.792, -2.982], [-4.026, -10.619, -0.983], [-5.152, -11.927, -1.407], [-3.405, -12.105, -1.733], [-4.606, -11.492, -3.612], [-2.512, 3.292, -2.617], [-3.109, 3.803, -1.429], [-2.638, 4.029, -3.406], [-1.444, 3.112, -2.463], [-3.000, 2.360, -2.918], [-2.990, 3.141, -0.740], [-4.531, 0.022, -4.482], [-5.726, -0.747, -4.410], [-3.707, -0.650, -4.715], [-4.615, 0.777, -5.272], [-4.333, 0.513, -3.526], [-6.445, -0.142, -4.204], [-7.953, -6.614, -6.276], [-7.073, -5.870, -5.441], [-7.940, -7.651, -5.946], [-8.972, -6.226, -6.197], [-7.623, -6.566, -7.317], [-7.092, -4.957, -5.742], [0.484, -5.564, 2.966], [1.473, -4.716, 2.398], [0.939, -6.531, 3.167], [0.113, -5.143, 3.905], [-0.349, -5.699, 2.270], [1.056, -3.866, 2.226], [2.251, 0.147, -1.732], [0.841, 0.297, -1.874], [2.737, 0.881, -2.370], [2.549, 0.320, -0.694], [2.558, -0.856, -2.040], [0.427, -0.358, -1.304], [-5.010, -0.113, -8.462], [-5.043, -1.242, -7.585], [-5.129, -0.466, -9.485], [-5.824, 0.571, -8.217], [-4.053, 0.404, -8.369], [-4.937, -0.904, -6.692], [1.388, 6.190, -2.649], [2.190, 6.985, -1.789], [1.438, 5.158, -2.310], [0.352, 6.539, -2.603], [1.752, 6.249, -3.678], [2.142, 7.896, -2.090], [-6.384, 3.718, -8.291], [-6.423, 2.603, -7.405], [-6.503, 3.350, -9.307], [-7.196, 4.413, -8.063], [-5.425, 4.236, -8.208], [-6.316, 2.943, -6.512], [6.898, 1.799, 8.676], [6.460, 2.974, 7.995], [6.620, 1.880, 9.724], [6.418, 0.916, 8.243], [7.984, 1.706, 8.598], [6.713, 2.887, 7.071], [-1.331, 0.834, -9.853], [-1.836, 1.362, -8.630], [-1.433, 1.597, -10.620], [-0.275, 0.572, -9.747], [-1.900, -0.051, -10.148], [-1.738, 0.676, -7.963], [4.948, 0.060, 11.997], [6.212, 0.704, 12.125], [4.960, -0.534, 11.086], [4.769, -0.598, 12.851], [4.148, 0.801, 11.932], [6.188, 1.225, 12.932], [11.669, 0.229, 2.202], [11.231, 1.394, 1.509], [11.369, 0.320, 3.243], [11.209, -0.665, 1.773], [12.757, 0.141, 2.150], [11.503, 1.300, 0.592]], "mulliken_charge": [-0.571, -0.417, 0.282, -1.060, -0.455, -1.377, 0.695, -0.749, -0.711, 0.861, 0.595, -0.844, -0.142, -0.599, -0.729, 0.709, 0.404, -0.390, -0.379, -0.783, 0.285, 0.255, 0.213, -0.097, 0.273, 0.363, 0.369, 0.310, 0.372, 0.480, 0.438, 0.525, 0.621, 0.663, 0.426, 0.089, 0.172, -0.230, -0.539, 0.209, 0.272, 0.010, 0.231, -0.518, -0.456, 0.179, 0.380, 0.189, 0.251, -0.494, -0.448, 0.192, 0.253, 0.185, 0.291, -0.264, -0.538, 0.308, 0.221, -0.022, 0.307, -0.649, -0.434, 0.273, 0.280, 0.300, 0.245, -0.374, -0.576, 0.305, 0.107, 0.210, 0.334, -0.533, -0.463, 0.208, 0.267, 0.268, 0.270, 0.051, -0.519, 0.275, 0.193, -0.202, 0.252, -0.856, -0.464, 0.394, 0.297, 0.272, 0.277, -0.577, -0.443, 0.217, 0.260, 0.284, 0.277, -0.465, -0.474, 0.234, 0.236, 0.199, 0.200, -0.525, -0.411, 0.253, 0.179, 0.286, 0.171, -0.203, -0.521, 0.302, 0.172, -0.007, 0.280, -0.530, -0.479, 0.144, 0.269, 0.347, 0.276, -0.586, -0.433, 0.225, 0.278, 0.278, 0.250, -0.305, -0.502, 0.109, 0.139, 0.267, 0.289, -0.571, -0.493, 0.217, 0.265, 0.269, 0.276, -0.525, -0.504, 0.197, 0.289, 0.262, 0.291, -0.572, -0.492, 0.223, 0.256, 0.294, 0.291], "charge": 0, "homo_ev": -9.3, "homo_lumo_gap_ev": 7.519}

---

Record 2
{"formula": "C22H42Cl3LuN4O4Si", "method": "the ωB97M-V functional and the def2-TZVPD basis", "symbols": ["C", "C", "H", "H", "H", "C", "C", "H", "H", "H", "H", "Lu", "Cl", "Cl", "C", "O", "N", "C", "C", "H", "H", "H", "H", "H", "H", "H", "H", "H", "C", "C", "N", "H", "C", "O", "H", "H", "H", "H", "O", "C", "C", "C", "H", "C", "H", "C", "H", "C", "C", "H", "H", "H", "Si", "Cl", "C", "C", "C", "H", "H", "H", "H", "H", "H", "H", "H", "H", "C", "N", "C", "N", "O", "H", "H", "H", "H", "H", "H"], "coordinates": [[2.760, -2.442, -2.771], [2.205, -1.617, -3.887], [2.631, -3.509, -2.969], [2.273, -2.208, -1.821], [3.837, -2.271, -2.645], [2.027, -2.078, -5.135], [2.379, -3.454, -5.574], [1.628, -1.428, -5.916], [2.076, -4.220, -4.852], [3.456, -3.559, -5.746], [1.888, -3.678, -6.524], [0.567, -0.215, 3.729], [2.266, 1.402, 4.582], [1.981, -1.118, 1.803], [0.095, 2.505, 2.273], [-0.528, 1.474, 2.671], [-0.445, 3.465, 1.537], [-1.889, 3.526, 1.310], [0.379, 4.518, 0.937], [1.154, 2.639, 2.532], [-2.405, 3.040, 2.140], [-2.176, 3.041, 0.366], [-2.158, 4.585, 1.265], [1.331, 4.584, 1.477], [-0.157, 5.470, 1.021], [0.600, 4.321, -0.124], [0.301, -5.072, 3.265], [-0.079, -2.875, 1.245], [-0.797, -4.968, 3.331], [-1.045, -3.379, 1.407], [-1.231, -3.668, 2.826], [-1.097, -5.068, 4.385], [-1.447, -2.646, 3.646], [-1.397, -1.429, 3.276], [-1.854, -2.726, 1.060], [-1.621, -2.914, 4.696], [-1.274, -5.755, 2.730], [-1.071, -4.326, 0.865], [0.690, -0.391, -2.553], [1.754, -0.208, -3.492], [0.134, 0.462, -5.327], [1.352, 0.665, -4.673], [-0.559, -0.280, -4.929], [-0.154, 1.187, -6.487], [2.601, 0.264, -2.962], [2.262, 1.628, -5.138], [-1.119, 1.047, -6.978], [0.784, 2.086, -6.999], [1.994, 2.313, -6.326], [3.177, 1.803, -4.563], [0.572, 2.640, -7.914], [2.721, 3.031, -6.713], [-0.488, 0.497, -1.754], [1.122, -2.461, 4.972], [-2.161, -0.001, -2.410], [-0.124, 2.321, -1.956], [-0.334, -0.044, 0.018], [-2.292, 0.269, -3.467], [-2.956, 0.499, -1.834], [-2.313, -1.086, -2.310], [-0.120, -1.122, 0.051], [-1.205, 0.167, 0.658], [0.546, 0.463, 0.444], [-0.007, 2.601, -3.013], [0.818, 2.564, -1.441], [-0.918, 2.954, -1.533], [-0.837, 1.342, 8.241], [-1.900, 0.943, 7.339], [-1.718, 0.445, 6.097], [-2.844, 0.035, 5.457], [-0.589, 0.369, 5.544], [0.131, 1.323, 7.726], [-0.794, 0.659, 9.103], [-1.030, 2.361, 8.606], [-2.865, 1.011, 7.637], [-2.758, -0.421, 4.556], [-3.741, 0.114, 5.910]], "mulliken_charge": [-1.336, 0.157, 0.390, 0.169, 0.257, 0.244, -1.497, 0.287, 0.355, 0.295, 0.376, 1.351, -0.642, -0.607, 0.130, -0.450, 0.364, -0.926, -0.839, 0.202, 0.263, 0.196, 0.426, 0.329, 0.325, 0.285, 0.331, 0.164, -0.860, -0.840, 0.242, 0.291, -0.045, -0.634, 0.315, 0.377, 0.336, 0.338, -0.024, 0.253, 0.047, 0.173, 0.722, -1.032, 0.336, -0.422, 0.402, -0.421, -0.691, 0.389, 0.371, 0.381, -0.245, -0.604, -1.101, -0.890, -0.037, 0.346, 0.355, 0.315, -0.278, 0.330, -0.104, 0.357, 0.193, 0.489, -0.829, -0.239, 0.700, -0.317, -0.508, 0.300, 0.289, 0.293, 0.158, 0.256, 0.165], "charge": 0, "homo_ev": -8.4, "homo_lumo_gap_ev": 8.592, "de_lowest_kcal_mol": 8.12}

---

Summary of LUMO level in eV
-1.741, 0.197
(order as listed above)